1.
CH2O2S in the gas phase. Source: the OMol25 dataset; level of theory: the ωB97M-V functional and the def2-TZVPD basis.

```
6
Properties=species:S:1:pos:R:3:forces:R:3
C 0.253 -0.318 0.000 -2.6 -1.3 -0.6
O 1.936 1.406 0.014 0.2 1.6 -0.1
O 2.648 0.330 -0.048 0.1 -1.3 0.4
S 1.638 -1.044 0.022 1.7 -0.5 -0.3
H -0.708 -0.728 -0.272 0.2 -0.9 0.1
H 0.137 0.680 0.195 0.5 2.5 0.6
```
Forces are in eV/Å.

lowest unoccupied orbital energy (spin up / spin down)	-0.684 / -0.917	eV
E_HOMO (spin up / spin down)	-0.3509 / -0.2980	Ha
Kohn-Sham gap (spin up / spin down)	0.326 / 0.264	Eh
energy relative to the best compared isomer or geometry (same formula, charge and spin)	637.4	kJ/mol
E	-587.74403	a.u.

2.
2 unconnected molecules or ions with the total composition CH2O2S. Source: the OMol25 dataset; level of theory: the ωB97M-V functional and the def2-TZVPD basis.

```
6
Properties=species:S:1:pos:R:3:forces:R:3
C 0.219 0.491 0.389 1.4 1.0 -2.7
H -1.674 -0.194 1.086 5.5 1.5 1.6
H 0.344 -0.542 -1.954 1.2 1.0 -1.8
O -0.469 0.184 1.489 -4.7 -0.6 -1.6
O 1.005 1.415 0.163 -2.8 -3.5 1.3
S -0.267 -0.938 -0.918 -0.6 0.6 3.2
```
Forces are in eV/Å.

lowest unoccupied orbital energy	-0.905	eV
E_HOMO	-0.3751	Ha
Kohn-Sham gap	0.342	Eh
energy relative to the best compared isomer or geometry (same formula, charge and spin)	236.0	kJ/mol
E	-587.89688	a.u.

3.
CH2O2S in the gas phase. Source: the OMol25 dataset; level of theory: the ωB97M-V functional and the def2-TZVPD basis.

```
6
Properties=species:S:1:pos:R:3:forces:R:3
C -1.610 -0.275 0.464 0.5 0.0 3.3
O -2.647 -0.354 -0.076 -2.4 0.5 -0.1
O -0.532 -0.557 -0.217 -1.1 0.0 -1.7
S 1.113 -0.738 0.095 3.9 0.4 1.3
H -1.403 -0.120 1.638 -0.6 0.0 -2.2
H 1.071 0.349 1.001 -0.3 -0.9 -0.6
```
Forces are in eV/Å.

⟨S²⟩	2.005
lowest unoccupied orbital energy (spin up / spin down)	0.453 / -2.947	eV
E_HOMO (spin up / spin down)	-0.2493 / -0.4050	Ha
Kohn-Sham gap (spin up / spin down)	0.266 / 0.297	Eh
energy relative to the best compared isomer or geometry (same formula, charge and spin)	212.0	kJ/mol
spin multiplicity	3
E	-587.79594	a.u.

4.
2 unconnected molecules or ions with the total composition CH2O3. Source: the OMol25 dataset; level of theory: the ωB97M-V functional and the def2-TZVPD basis.

```
6
Properties=species:S:1:pos:R:3:forces:R:3
C -1.673 -0.148 0.767 -0.7 0.0 -0.1
O 1.064 0.212 -1.003 -0.8 -0.1 0.3
O 1.123 -0.117 0.409 1.3 0.0 0.0
O -2.709 -0.128 0.333 0.2 0.0 0.1
H 1.993 0.377 -1.222 -0.1 -0.1 0.5
H 0.202 -0.196 0.715 0.1 0.3 -0.8
```
Forces are in eV/Å.

lowest unoccupied orbital energy	0.838	eV
E_HOMO	-0.3611	Ha
Kohn-Sham gap	0.392	Eh
energy relative to the best compared isomer or geometry (same formula, charge and spin)	393.9	kJ/mol
E	-264.90614	a.u.

5.
A molecular structure, CH2O3S2. Source: the OMol25 dataset; level of theory: the ωB97M-V functional and the def2-TZVPD basis.

```
8
Properties=species:S:1:pos:R:3:forces:R:3
C -0.667 -0.630 -0.155 -1.3 0.0 0.5
O 1.870 1.078 0.609 0.1 0.0 0.2
O 0.799 -0.046 -1.262 1.3 -0.1 0.5
O 0.052 -0.928 0.849 0.2 -0.2 0.3
S -1.681 0.765 -0.085 -0.4 0.0 -0.3
S 1.677 -0.185 -0.036 -0.2 0.2 -1.2
H -0.999 -1.377 -0.879 0.1 0.1 -0.1
H -1.052 1.323 0.959 0.1 -0.1 0.1
```
Forces are in eV/Å.

lowest unoccupied orbital energy	-1.143	eV
E_HOMO	-0.3891	Ha
Kohn-Sham gap	0.347	Eh
energy relative to the best compared isomer or geometry (same formula, charge and spin)	133.3	kJ/mol
E	-1061.32283	a.u.

6.
A molecular structure, CH2O4P2. Source: the OMol25 dataset; level of theory: the ωB97M-V functional and the def2-TZVPD basis.

```
9
Properties=species:S:1:pos:R:3:forces:R:3
C 1.173 -0.348 -0.023 -2.2 -0.7 1.4
O -0.055 1.636 -1.391 0.0 0.5 -0.8
O -1.467 0.174 0.314 1.7 0.8 -0.8
O -1.965 -2.221 0.169 0.2 -0.7 -0.2
O 0.175 2.075 1.150 -0.1 -0.1 -0.1
P -1.306 -1.130 -0.632 0.0 0.4 0.6
P 0.086 1.119 -0.007 0.1 -1.6 1.3
H 1.225 -0.999 0.912 -0.2 1.1 -0.9
H 2.134 -0.305 -0.492 0.4 0.3 -0.6
```
Forces are in eV/Å.

lowest unoccupied orbital energy	7.353	eV
E_HOMO	0.0495	Ha
Kohn-Sham gap	0.221	Eh
energy relative to the best compared isomer or geometry (same formula, charge and spin)	0.0	kJ/mol
total charge	-2
E	-1023.05242	a.u.